This record from OMol25 describes a structure of composition C18H24Br39N2O4S2. The level of theory is ωB97M-V/def2-TZVPD.

Last column: Mulliken charge in e.
Atoms and positions in Å:
C  -0.8952  -4.8322  -1.3640  -0.59
C  -0.8761  -3.6922  -2.1889  -0.25
S  -0.0162  -2.1381  -1.7372  1.09
O  1.1797  -2.3714  -0.8305  -0.56
O  0.5601  -1.6003  -3.0444  -0.83
N  -1.0369  -0.9168  -1.1280  -0.28
S  -2.5207  -1.5189  -0.5617  0.79
O  -2.4297  -2.7217  0.3467  -0.43
O  -3.1390  -0.4017  0.2672  -0.69
C  -3.7411  -1.7806  -1.9570  -0.55
C  -5.0334  -2.5830  -1.4892  -0.15
C  -4.7402  -4.1500  -1.7992  0.57
N  -5.8654  -4.9358  -1.2279  -0.58
H  -1.8388  -5.4664  -1.3008  0.19
H  -0.0147  -5.1557  -0.7374  0.15
H  -1.3890  -3.7257  -3.2297  0.39
H  -3.2520  -2.1816  -2.8936  0.08
H  -4.0951  -0.7234  -2.2184  0.44
H  -5.1565  -2.4930  -0.3636  0.14
H  -5.9571  -2.2168  -2.0442  0.20
H  -3.7381  -4.3550  -1.2966  -0.41
H  -4.6407  -4.2657  -2.9358  -0.09
H  -6.7047  -4.6186  -1.7426  0.28
H  -6.0033  -4.6036  -0.2591  0.15
C  -4.5943  -3.8678  2.8035  0.80
Br  -4.6341  -3.1310  4.5935  -0.07
Br  -3.7615  -5.6165  2.7565  -0.05
Br  -6.3571  -3.8869  1.9938  -0.16
H  -3.9738  -3.2033  2.2014  -0.60
C  -0.4472  -2.1236  3.9372  0.13
Br  -1.8424  -1.0803  3.0889  0.03
Br  1.1518  -1.0705  4.2299  0.00
Br  -1.0635  -2.9736  5.5698  -0.06
H  -0.1802  -2.9210  3.2468  -0.08
C  -0.3000  -5.1972  -6.1541  -0.34
Br  1.2491  -6.3448  -6.3620  0.01
Br  -1.9249  -6.2222  -5.8769  -0.09
Br  -0.0364  -3.8753  -4.7603  0.15
H  -0.4217  -4.6561  -7.0892  0.38
C  1.8777  1.6240  7.3105  -0.20
Br  3.4231  0.4608  7.1895  -0.01
Br  0.2669  0.6397  7.7364  0.03
Br  2.1776  3.1012  8.5277  -0.08
H  1.7287  2.0582  6.3245  0.23
C  2.2253  6.9028  6.4837  -0.32
Br  3.8154  7.4950  5.5498  0.01
Br  0.9755  8.3554  6.7792  -0.04
Br  1.3871  5.4057  5.5872  0.01
H  2.5423  6.5513  7.4625  0.33
C  3.4896  -4.3118  2.1130  -0.43
Br  3.4697  -3.5538  3.8962  -0.05
Br  4.3182  -6.0661  2.0836  -0.07
Br  1.7204  -4.3349  1.3273  0.12
H  4.1031  -3.6598  1.4965  0.40
C  5.4748  6.4666  1.6770  -0.24
Br  3.6701  5.7572  1.6212  0.18
Br  5.5304  8.3488  1.2202  -0.02
Br  6.3330  6.1197  3.3797  0.00
H  6.0472  5.9381  0.9197  0.15
C  4.9743  -6.1536  -8.9772  -0.29
Br  4.3317  -4.5761  -8.0547  -0.01
Br  3.9619  -7.7348  -8.4938  -0.04
Br  5.0275  -5.8940  -10.8977  -0.03
H  5.9974  -6.3189  -8.6500  0.34
C  1.9645  8.7604  -1.6183  -0.31
Br  0.6128  7.3768  -1.5371  0.03
Br  2.0325  9.7969  0.0190  -0.06
Br  3.7004  8.0399  -2.0920  -0.04
H  1.6762  9.4417  -2.4144  0.34
C  -0.5953  3.2292  -0.7783  -0.20
Br  -1.8437  2.9153  0.6666  0.07
Br  -1.4289  4.1624  -2.2599  -0.08
Br  1.0024  4.1417  -0.1652  0.01
H  -0.2847  2.2548  -1.1493  0.17
C  9.9599  4.9705  0.9644  -0.31
Br  8.1613  4.2536  0.9019  -0.02
Br  9.9992  6.8511  0.4972  -0.02
Br  10.8081  4.6348  2.6743  -0.01
H  10.5397  4.4426  0.2118  0.35
C  -7.0866  -2.8633  -5.3240  -0.37
Br  -5.2371  -3.3835  -5.0566  0.06
Br  -8.1502  -3.0929  -3.7198  -0.08
Br  -7.2315  -1.0638  -6.0290  -0.02
H  -7.4989  -3.5327  -6.0743  0.38
C  -2.2324  7.0788  4.1330  -0.19
Br  -0.9849  7.5938  2.7416  0.08
Br  -3.1137  8.6216  4.9095  -0.05
Br  -3.5070  5.7549  3.5182  -0.01
H  -1.6509  6.6128  4.9253  0.16

As for the electronic energy: -102293.41855 Eh. Its molecular weight is 3512.790 g mol⁻¹. As for the total charge: -1. The value obtained for the max |F| is 5.71 eV/Å.